{
  "formula": "C4H9N2O",
  "method": "ωB97M-V/def2-TZVPD",
  "species": ["O", "N", "N", "C", "C", "C", "C", "H", "H", "H", "H", "H", "H", "H", "H", "H"],
  "xyz": [[-1.97, 0.29, 0.44], [1.40, 0.26, 1.39], [-0.51, 0.14, -1.56], [-0.80, 0.78, -0.07], [0.72, -0.98, 1.52], [0.55, -0.06, 0.33], [0.88, -0.28, -1.12], [-1.22, -0.63, -1.62], [-0.68, 0.68, -2.46], [1.22, -1.96, 1.39], [-2.66, 0.86, 0.75], [1.61, 0.39, -1.67], [-0.75, 1.87, -0.18], [-0.22, -1.05, 2.18], [1.08, 0.96, 2.09], [1.35, -1.25, -1.41]],
  "homo_lumo_gap_ev": 10.31,
  "smiles": "O[C@@H]1[NH2+]C[C@]12CN2",
  "charge": 1,
  "homo_ev": -13.7,
  "lumo_ev": -3.40,
  "total_energy_ha": -342.2203
}



{
  "formula": "C24H24N2OS4SbSe5W",
  "method": "ωB97M-V/def2-TZVPD",
  "species": ["W", "Sb", "Se", "Se", "Se", "Se", "Se", "S", "S", "S", "S", "O", "N", "N", "C", "C", "C", "C", "C", "C", "C", "C", "C", "C", "C", "C", "C", "C", "C", "C", "C", "C", "C", "C", "C", "C", "C", "C", "H", "H", "H", "H", "H", "H", "H", "H", "H", "H", "H", "H", "H", "H", "H", "H", "H", "H", "H", "H", "H", "H", "H", "H"],
  "xyz": [[0.56, 1.47, -0.79], [5.03, -1.39, -2.47], [1.39, 3.00, -2.73], [6.23, 0.49, -1.64], [2.43, 0.41, -1.87], [4.87, -3.28, -1.03], [4.51, -1.57, -4.76], [-1.30, 3.10, -1.12], [-1.17, 0.78, 1.08], [-1.05, -0.12, -1.71], [0.19, -2.16, 0.53], [-0.89, 1.71, 2.41], [1.68, 0.60, 1.05], [0.12, 5.74, -2.64], [0.44, -2.44, -1.20], [0.58, 4.69, -2.60], [-0.59, -0.37, 3.73], [-3.89, 0.92, 1.12], [2.26, 1.82, 1.13], [1.18, -3.54, -1.63], [3.64, 1.98, 1.29], [1.86, -1.89, 1.15], [-3.97, 3.05, -0.66], [4.41, 0.85, 1.40], [-0.01, -1.88, -3.50], [-0.89, 1.12, 3.75], [-2.73, 2.48, -0.34], [1.32, 2.86, 0.73], [-5.11, 1.48, 0.78], [1.36, -3.78, -2.98], [-0.15, -1.59, -2.14], [0.75, -2.96, -3.91], [2.45, -0.51, 1.17], [0.22, 1.88, 4.46], [-5.14, 2.56, -0.10], [-2.25, 1.41, 4.37], [3.80, -0.40, 1.36], [-2.72, 1.44, 0.58], [4.40, -1.31, 1.41], [0.37, -0.56, 3.25], [2.56, -2.54, 0.62], [1.73, 3.82, 0.46], [0.49, 2.96, 1.42], [0.90, -3.14, -4.97], [-0.54, -0.72, 4.76], [1.64, -4.19, -0.89], [-0.46, -1.22, -4.22], [2.00, -4.60, -3.30], [0.30, 1.54, 5.50], [4.07, 2.97, 1.28], [1.17, 1.71, 3.96], [-1.36, -0.94, 3.21], [0.01, 2.95, 4.46], [-2.23, 1.20, 5.44], [-4.01, 3.87, -1.37], [-3.03, 0.80, 3.91], [-6.08, 3.00, -0.37], [-6.03, 1.08, 1.19], [-3.84, 0.07, 1.79], [1.82, -2.25, 2.19], [5.49, 0.92, 1.47], [-2.51, 2.46, 4.23]],
  "homo_lumo_gap_ev": [5.52, 5.51],
  "charge": -1,
  "homo_ev": [-5.1, -5.1],
  "lumo_ev": [0.47, 0.46],
  "total_energy_ha": -15021.0904
}